[1]
A molecular structure, C35H23AuF5IPSe at a distorted geometry. Source: the OMol25 dataset; level of theory: ωB97M-V/def2-TZVPD.

Properties
net charge = +1
strongest force on any atom = 1.27 eV/A
LUMO (spin up / spin down) = -6.4 / -6.4 eV
HOMO energy (spin up / spin down) = -9.995 / -9.939 eV

Geometry (Å):
Au (-0.475, -0.733, 1.539)
I (-1.239, -2.897, -0.584)
C (-3.114, -2.275, -1.438)
C (-3.841, -3.356, -1.876)
C (-5.012, -3.188, -2.618)
C (-5.423, -1.925, -2.926)
C (-4.725, -0.796, -2.443)
C (-5.239, 0.477, -2.760)
C (-4.638, 1.614, -2.310)
C (-3.502, 1.499, -1.517)
C (-2.952, 0.277, -1.168)
P (-1.518, 0.625, -0.063)
C (-2.154, 1.731, 1.229)
C (-3.451, 1.656, 1.720)
C (-3.785, 2.338, 2.880)
C (-2.834, 3.088, 3.550)
C (-1.534, 3.155, 3.069)
C (-1.188, 2.458, 1.930)
C (-0.466, 1.638, -1.146)
C (0.357, 0.977, -2.057)
C (1.209, 1.704, -2.869)
C (1.249, 3.086, -2.774)
C (0.407, 3.746, -1.894)
C (-0.450, 3.029, -1.079)
C (-3.534, -0.936, -1.644)
H (-3.497, -4.360, -1.669)
H (-5.555, -4.055, -2.959)
H (-6.297, -1.771, -3.541)
H (-6.129, 0.534, -3.363)
H (-5.033, 2.586, -2.546)
H (-3.047, 2.411, -1.157)
H (-4.192, 1.052, 1.213)
H (-4.790, 2.275, 3.266)
H (-3.100, 3.618, 4.451)
H (-0.791, 3.740, 3.590)
H (-0.162, 2.455, 1.582)
H (0.329, -0.104, -2.121)
H (1.848, 1.195, -3.573)
H (1.936, 3.651, -3.383)
H (0.420, 4.823, -1.834)
H (-1.089, 3.556, -0.384)
C (0.051, -1.297, 3.547)
C (1.433, -1.546, 3.276)
C (2.373, -0.487, 3.295)
C (3.699, -0.724, 3.022)
C (4.130, -2.018, 2.733)
C (3.221, -3.073, 2.699)
C (1.889, -2.845, 2.953)
H (-0.165, -0.431, 4.157)
H (-0.560, -2.156, 3.786)
H (2.024, 0.510, 3.529)
H (4.410, 0.090, 3.029)
H (5.173, -2.206, 2.530)
H (3.562, -4.071, 2.469)
H (1.173, -3.654, 2.928)
F (8.037, -1.170, -1.993)
C (6.765, -1.195, -1.614)
C (6.137, -0.020, -1.195)
F (6.812, 1.127, -1.182)
C (4.810, -0.061, -0.792)
F (4.187, 1.050, -0.384)
C (4.084, -1.250, -0.792)
Se (2.289, -1.299, -0.250)
C (4.729, -2.412, -1.216)
F (4.032, -3.548, -1.210)
C (6.055, -2.397, -1.626)
F (6.652, -3.516, -2.026)

Results of the natural (NBO) charge analysis, in e, for atoms 1 through 4: 0.533, 0.163, -0.125, -0.227



[2]
A molecular structure, C35H23BrF4GaN3O2PS. Source: the OMol25 dataset; level of theory: ωB97M-V/def2-TZVPD.

Properties
net charge = +1
strongest force on any atom = 0.36 eV/A
LUMO = -3.2 eV
HOMO energy = -10.600 eV

Geometry (Å):
Ga (-0.220, -0.517, 0.498)
N (0.928, 1.534, 2.778)
C (1.783, 0.475, 2.513)
C (2.962, 0.384, 3.259)
C (3.823, -0.655, 3.022)
C (3.502, -1.614, 2.056)
C (2.337, -1.455, 1.365)
N (1.497, -0.409, 1.567)
C (-0.364, 1.812, 2.367)
C (-1.035, 2.856, 3.011)
C (-2.321, 3.157, 2.641)
C (-2.944, 2.416, 1.635)
C (-2.228, 1.416, 1.042)
N (-0.945, 1.123, 1.386)
H (1.246, 2.129, 3.525)
H (3.177, 1.129, 4.013)
H (4.739, -0.735, 3.592)
H (4.143, -2.460, 1.858)
H (2.027, -2.174, 0.619)
H (-0.538, 3.405, 3.800)
H (-2.849, 3.958, 3.141)
H (-3.960, 2.610, 1.327)
H (-2.652, 0.797, 0.261)
F (0.854, 3.422, -6.457)
C (1.060, 2.696, -5.372)
C (2.106, 1.798, -5.329)
F (2.909, 1.665, -6.375)
C (2.314, 1.051, -4.186)
F (3.360, 0.224, -4.203)
C (1.494, 1.152, -3.067)
P (1.827, 0.108, -1.595)
C (3.415, 0.795, -1.019)
C (4.678, 0.399, -1.458)
C (5.815, 1.015, -0.953)
C (5.703, 2.039, -0.022)
C (4.448, 2.452, 0.407)
C (3.313, 1.824, -0.082)
C (2.152, -1.526, -2.326)
C (3.139, -2.379, -1.833)
C (3.261, -3.673, -2.323)
C (2.395, -4.131, -3.304)
C (1.407, -3.289, -3.798)
C (1.283, -1.998, -3.310)
C (0.458, 2.088, -3.129)
Br (-0.674, 2.459, -1.670)
C (0.242, 2.844, -4.266)
F (-0.740, 3.737, -4.330)
H (4.779, -0.377, -2.205)
H (6.792, 0.703, -1.300)
H (6.593, 2.522, 0.363)
H (4.356, 3.263, 1.118)
H (2.331, 2.151, 0.249)
H (3.838, -2.032, -1.082)
H (4.040, -4.320, -1.941)
H (2.492, -5.138, -3.687)
H (0.730, -3.639, -4.566)
H (0.499, -1.358, -3.696)
O (-2.262, -3.020, 2.766)
C (-1.729, -2.673, 1.742)
O (-0.754, -1.775, 1.741)
C (-2.080, -3.321, 0.425)
C (-2.611, -4.608, 0.526)
C (-2.953, -5.345, -0.592)
C (-2.779, -4.789, -1.851)
C (-2.269, -3.509, -1.976)
C (-1.917, -2.762, -0.849)
S (-1.398, -1.107, -1.267)
H (-2.747, -5.011, 1.520)
H (-3.356, -6.342, -0.483)
H (-3.044, -5.348, -2.740)
H (-2.145, -3.070, -2.958)

Results of the Mulliken charge analysis, in e, for atoms 1 through 4: 0.287, 0.149, 0.664, -1.016



[3]
A molecular structure, C35H23MnN9O4 at a distorted geometry. Source: the OMol25 dataset; level of theory: ωB97M-V/def2-TZVPD.

Properties
net charge = -1
strongest force on any atom = 2.81 eV/A
LUMO (spin up / spin down) = 0.8 / 0.9 eV
spin multiplicity = 5
HOMO energy (spin up / spin down) = -3.744 / -3.740 eV

Geometry (Å):
Mn (0.008, -0.489, -0.043)
C (-2.553, 5.917, 0.234)
C (-2.716, 5.750, -1.147)
C (-2.369, 4.569, -1.771)
C (-1.857, 3.541, -0.987)
C (-1.337, 2.235, -1.282)
N (-0.833, 1.679, -0.159)
C (-1.061, 2.510, 0.891)
N (-0.831, 2.253, 2.175)
C (-0.056, 1.269, 2.551)
C (0.201, 0.929, 3.940)
C (-0.385, 1.328, 5.129)
C (0.119, 0.799, 6.307)
C (1.179, -0.107, 6.296)
C (1.757, -0.526, 5.108)
C (1.258, -0.002, 3.929)
C (1.592, -0.216, 2.532)
N (2.623, -0.905, 2.115)
C (2.823, -1.156, 0.828)
N (1.940, -0.968, -0.206)
C (2.511, -1.496, -1.346)
N (1.938, -1.618, -2.534)
C (0.809, -1.022, -2.802)
N (0.186, -0.098, -1.986)
C (-0.787, 0.531, -2.729)
N (-1.434, 1.633, -2.467)
C (-0.905, -0.131, -4.011)
C (-1.813, 0.034, -5.042)
C (-1.710, -0.813, -6.130)
C (-0.712, -1.784, -6.188)
C (0.213, -1.938, -5.169)
C (0.106, -1.108, -4.063)
C (3.821, -1.982, -1.052)
C (4.806, -2.579, -1.833)
C (5.979, -2.960, -1.219)
C (6.179, -2.759, 0.151)
C (5.212, -2.168, 0.939)
C (4.024, -1.771, 0.332)
N (0.749, 0.510, 1.749)
C (-1.685, 3.713, 0.410)
C (-2.041, 4.908, 1.023)
H (-2.816, 6.867, 0.679)
H (-3.112, 6.572, -1.729)
H (-2.476, 4.436, -2.838)
H (-1.215, 2.019, 5.123)
H (-0.313, 1.094, 7.255)
H (1.550, -0.498, 7.234)
H (2.563, -1.244, 5.083)
H (-2.580, 0.791, -4.971)
H (-2.419, -0.731, -6.941)
H (-0.665, -2.433, -7.051)
H (0.971, -2.703, -5.213)
H (4.640, -2.745, -2.884)
H (6.766, -3.425, -1.798)
H (7.109, -3.084, 0.599)
H (5.363, -2.020, 1.998)
H (-1.886, 5.032, 2.084)
C (-3.453, -1.928, 0.017)
C (-2.740, -1.091, 1.097)
C (-3.560, 0.160, 1.461)
O (-1.499, -0.726, 0.665)
H (-4.360, -2.369, 0.424)
H (-2.800, -2.726, -0.332)
H (-3.700, -1.296, -0.834)
H (-2.618, -1.721, 2.001)
H (-3.716, 0.752, 0.559)
H (-3.013, 0.766, 2.182)
H (-4.526, -0.112, 1.883)
O (-0.283, -2.689, -0.628)
N (-0.110, -3.305, 0.456)
O (-0.291, -4.500, 0.508)
O (0.237, -2.653, 1.441)

Results of the Mulliken charge analysis, in e, for atoms 1 through 4: 0.800, -0.596, -0.548, -0.194



[4]
A molecular structure, C35H24ClN5O5S2SeTl. Source: the OMol25 dataset; level of theory: ωB97M-V/def2-TZVPD.

Properties
net charge = -1
strongest force on any atom = 0.17 eV/A
LUMO = 2.0 eV
HOMO energy = -5.277 eV

Geometry (Å):
Tl (-0.377, 0.240, 0.143)
Cl (4.463, -2.279, -5.016)
C (3.495, -1.299, -3.937)
C (4.124, -0.403, -3.067)
C (3.370, 0.346, -2.202)
C (1.949, 0.252, -2.137)
O (1.306, 0.991, -1.305)
C (1.337, -0.663, -3.049)
C (-0.093, -0.866, -3.159)
N (-0.991, -0.380, -2.388)
C (-2.333, -0.628, -2.680)
C (-2.862, -0.469, -3.938)
C (-4.225, -0.721, -4.194)
C (-5.055, -1.129, -3.192)
C (-4.553, -1.278, -1.877)
C (-5.367, -1.673, -0.790)
C (-4.832, -1.751, 0.458)
C (-3.469, -1.427, 0.639)
N (-2.680, -1.085, -0.349)
C (-3.196, -1.005, -1.605)
C (2.132, -1.415, -3.931)
H (5.203, -0.318, -3.068)
H (3.853, 1.028, -1.514)
H (-0.399, -1.520, -3.987)
H (-2.218, -0.119, -4.735)
H (-4.608, -0.583, -5.198)
H (-6.103, -1.333, -3.379)
H (-6.414, -1.892, -0.968)
H (-5.427, -2.028, 1.317)
H (-3.020, -1.431, 1.625)
H (1.649, -2.108, -4.611)
C (2.831, 2.556, 1.017)
C (1.999, 1.995, 2.110)
N (0.906, 1.275, 1.966)
C (0.430, 0.998, 3.220)
C (1.259, 1.563, 4.150)
N (2.242, 2.185, 3.424)
C (1.296, 1.644, 5.629)
O (0.325, 1.053, 6.276)
O (2.205, 2.247, 6.168)
C (-0.821, 0.194, 3.406)
O (-1.226, 0.021, 4.580)
O (-1.370, -0.231, 2.365)
H (3.870, 2.236, 1.110)
H (2.433, 2.203, 0.067)
H (2.801, 3.648, 1.037)
H (2.992, 2.703, 3.854)
H (-0.342, 0.611, 5.616)
S (0.449, -2.125, 0.174)
C (2.175, -1.938, 0.223)
N (2.851, -1.085, 0.922)
C (4.208, -1.229, 0.693)
C (5.206, -0.454, 1.284)
C (6.528, -0.692, 0.956)
C (6.873, -1.700, 0.052)
C (5.898, -2.492, -0.529)
C (4.569, -2.252, -0.201)
S (3.134, -3.025, -0.776)
H (4.927, 0.310, 1.997)
H (7.308, -0.093, 1.409)
H (7.914, -1.866, -0.195)
H (6.164, -3.272, -1.231)
Se (-1.645, 2.433, -0.361)
C (-3.355, 2.058, 0.428)
C (-3.524, 1.978, 1.807)
C (-4.777, 1.728, 2.348)
C (-5.881, 1.576, 1.519)
C (-5.720, 1.666, 0.143)
C (-4.465, 1.898, -0.400)
H (-2.671, 2.099, 2.459)
H (-4.885, 1.651, 3.422)
H (-6.859, 1.384, 1.943)
H (-6.573, 1.541, -0.515)
H (-4.336, 1.946, -1.475)

Results of the Mulliken charge analysis, in e, for atoms 1 through 4: 1.636, -0.289, 0.243, -0.772



[5]
A molecular structure, C35H24F5N5PtS2. Source: the OMol25 dataset; level of theory: ωB97M-V/def2-TZVPD.

Properties
net charge = 0
strongest force on any atom = 0.33 eV/A
LUMO (spin up / spin down) = -1.3 / -1.3 eV
HOMO energy (spin up / spin down) = -6.334 / -6.334 eV

Geometry (Å):
Pt (0.192, -0.929, 1.345)
C (4.478, 1.000, -1.639)
C (3.259, 1.640, -1.448)
C (2.461, 1.314, -0.360)
C (2.876, 0.331, 0.537)
C (4.095, -0.311, 0.345)
C (4.895, 0.031, -0.735)
N (2.001, -0.054, 1.579)
C (2.218, 0.275, 2.854)
C (3.349, 0.988, 3.351)
C (3.447, 1.261, 4.682)
C (2.457, 0.866, 5.622)
C (1.352, 0.200, 5.186)
C (1.229, -0.098, 3.813)
N (0.144, -0.721, 3.260)
N (-0.861, -1.107, 3.948)
C (-1.838, -1.676, 3.136)
C (-3.025, -2.104, 3.716)
C (-4.004, -2.653, 2.912)
C (-3.778, -2.768, 1.547)
C (-2.575, -2.322, 1.035)
N (-1.621, -1.795, 1.801)
H (5.102, 1.258, -2.484)
H (2.928, 2.402, -2.142)
H (1.511, 1.809, -0.181)
H (4.402, -1.084, 1.039)
H (5.845, -0.469, -0.878)
H (4.113, 1.320, 2.662)
H (4.310, 1.811, 5.036)
H (2.573, 1.113, 6.667)
H (0.561, -0.099, 5.858)
H (-3.149, -1.979, 4.781)
H (-4.939, -2.982, 3.343)
H (-4.522, -3.182, 0.883)
H (-2.362, -2.368, -0.023)
N (0.454, -1.146, -0.687)
S (-0.533, -1.515, -1.874)
C (-0.578, -0.130, -3.013)
C (-0.635, 1.133, -2.445)
C (-0.722, 2.235, -3.283)
C (-0.765, 2.067, -4.659)
C (-0.728, 0.793, -5.211)
C (-0.634, -0.320, -4.389)
C (0.298, -2.729, -2.880)
C (1.625, -2.543, -3.250)
C (2.256, -3.523, -3.994)
C (1.562, -4.670, -4.368)
C (0.240, -4.844, -3.996)
C (-0.400, -3.869, -3.240)
H (1.325, -0.736, -1.014)
H (-0.632, 1.266, -1.364)
H (-0.764, 3.223, -2.846)
H (-0.832, 2.931, -5.308)
H (-0.766, 0.662, -6.284)
H (-0.599, -1.311, -4.821)
H (2.160, -1.645, -2.963)
H (3.289, -3.393, -4.286)
H (2.062, -5.432, -4.951)
H (-0.295, -5.739, -4.285)
H (-1.431, -3.995, -2.934)
F (-5.686, 5.367, 1.776)
C (-4.631, 4.557, 1.612)
C (-3.357, 4.984, 1.942)
F (-3.184, 6.221, 2.427)
C (-2.275, 4.141, 1.773)
F (-1.071, 4.620, 2.113)
C (-2.396, 2.843, 1.269)
S (-1.030, 1.778, 1.071)
C (-3.699, 2.455, 0.950)
F (-3.933, 1.221, 0.466)
C (-4.796, 3.279, 1.112)
F (-6.024, 2.847, 0.790)

Results of the Mulliken charge analysis, in e, for atoms 1 through 4: 0.600, -0.571, -0.632, 0.605



[6]
A molecular structure, C35H26BiBr4N3O2S2Si. Source: the OMol25 dataset; level of theory: ωB97M-V/def2-TZVPD.

Properties
net charge = 0
strongest force on any atom = 0.35 eV/A
LUMO = -1.0 eV
HOMO energy = -7.315 eV

Geometry (Å):
Bi (0.550, -0.634, -1.191)
S (-2.953, 4.008, -0.865)
C (-4.159, 5.205, -0.739)
C (-5.204, 4.795, 0.032)
C (-5.020, 3.480, 0.529)
C (-3.841, 2.918, 0.125)
C (-3.315, 1.585, 0.454)
C (-2.112, 1.137, -0.122)
N (-1.568, -0.029, 0.138)
C (-2.181, -0.882, 0.988)
C (-3.380, -0.529, 1.617)
C (-3.995, -1.443, 2.543)
C (-3.426, -2.631, 2.820)
C (-2.195, -3.024, 2.188)
C (-1.561, -4.242, 2.472)
C (-0.378, -4.575, 1.855)
C (0.137, -3.649, 0.924)
N (-0.436, -2.507, 0.638)
C (-1.581, -2.170, 1.265)
C (0.330, -5.830, 2.148)
C (-0.101, -6.866, 2.931)
C (0.838, -7.925, 3.016)
C (1.965, -7.672, 2.296)
S (1.892, -6.159, 1.514)
C (-3.936, 0.727, 1.332)
H (-4.032, 6.152, -1.236)
H (-6.070, 5.405, 0.239)
H (-5.739, 2.976, 1.158)
H (-1.556, 1.759, -0.818)
H (-4.920, -1.149, 3.021)
H (-3.885, -3.311, 3.527)
H (-2.011, -4.906, 3.198)
H (1.066, -3.859, 0.402)
H (-1.058, -6.881, 3.430)
H (0.682, -8.829, 3.585)
H (2.837, -8.295, 2.185)
H (-4.859, 1.011, 1.822)
Br (5.505, 0.684, 3.641)
C (4.650, 0.131, 2.055)
C (5.386, -0.308, 0.963)
Br (7.269, -0.363, 1.033)
C (4.730, -0.717, -0.203)
Br (5.649, -1.325, -1.732)
C (3.347, -0.687, -0.287)
O (2.665, -1.071, -1.361)
C (2.605, -0.236, 0.825)
O (1.271, -0.221, 0.725)
C (3.254, 0.164, 1.979)
Br (2.165, 0.727, 3.415)
C (0.740, 3.029, -4.530)
Si (0.517, 1.424, -3.610)
C (1.654, 0.160, -4.391)
C (-1.257, 0.880, -3.905)
N (0.737, 1.457, -1.873)
C (1.284, 2.505, -1.105)
C (0.902, 2.710, 0.225)
C (1.435, 3.748, 0.973)
C (2.358, 4.624, 0.422)
C (2.753, 4.426, -0.892)
C (2.234, 3.382, -1.641)
H (0.346, 2.864, -5.537)
H (1.783, 3.325, -4.631)
H (0.191, 3.859, -4.083)
H (1.556, 0.224, -5.478)
H (1.461, -0.880, -4.113)
H (2.692, 0.363, -4.117)
H (-1.462, 0.790, -4.974)
H (-1.938, 1.631, -3.493)
H (-1.517, -0.081, -3.454)
H (0.213, 2.029, 0.700)
H (1.127, 3.859, 2.006)
H (2.776, 5.429, 1.011)
H (3.494, 5.077, -1.340)
H (2.602, 3.225, -2.645)

Results of the Mulliken charge analysis, in e, for atoms 1 through 4: 1.174, 0.063, -0.437, -0.590



Record order is preserved below.
Calculated total energy: -136674.1613; -198643.6575; -89591.3042; -158612.5098; -82637.5212; -360843.3332 eV